# 1
3 unconnected molecules or ions with the total composition C4H14NO3 at a distorted geometry. Source: OMol25; level of theory: ωB97M-V with the def2-TZVPD basis set.

Properties
- highest occupied orbital energy (eV) = -13.89
- LUMO energy (eV) = -3.088
- total energy (eV) = -12000.576
- net charge = +1
- HOMO-LUMO gap (Eh) = 0.3970

Last column: Mulliken charge in e.
Element x y z (Å)
C  0.45529  -1.03456  1.95981  -1.493
C  -0.21682  -1.35058  0.63647  0.293
C  0.76693  -0.90111  -0.46267  -0.870
C  0.17713  -0.19562  -1.69203  -0.166
O  -0.60037  0.71611  -1.59246  -0.470
N  -1.56253  -0.62450  0.58797  -0.300
H  1.51883  -0.89146  1.77517  0.395
H  0.22531  -1.67364  2.80153  0.369
H  0.31398  0.04638  2.10964  0.479
H  -0.34998  -2.43616  0.44112  0.406
H  1.54525  -1.62084  -0.69712  0.589
H  1.43496  -0.06351  -0.09875  0.286
H  0.37149  -0.71896  -2.66209  0.400
H  -1.35339  0.40672  0.59489  0.342
H  -1.99947  -0.77840  1.49724  0.367
H  -2.20711  -0.97636  -0.11107  0.350
H  -2.02949  1.84408  -0.55823  0.384
H  -1.54698  2.96929  0.19941  0.337
O  -2.03447  2.14887  0.36507  -0.687
H  2.09787  1.91288  -2.41650  0.280
H  2.88597  1.77467  -1.10807  0.271
O  2.10758  1.44670  -1.56931  -0.560


# 2
3 unconnected molecules or ions with the total composition C4H14NO4 at a distorted geometry. Source: OMol25; level of theory: ωB97M-V with the def2-TZVPD basis set.

Properties
- highest occupied orbital energy (eV) = -14.33
- LUMO energy (eV) = -3.543
- total energy (eV) = -14047.035
- net charge = +1
- HOMO-LUMO gap (Eh) = 0.3965

Last column: Mulliken charge in e.
Element x y z (Å)
O  -0.74666  1.45878  -2.00682  -0.503
C  -0.05735  0.56150  -1.27256  0.555
C  -0.82046  -0.71778  -0.96709  -0.831
N  -1.79418  -0.43870  0.07825  -0.226
C  -1.24671  -0.68480  1.47237  0.148
C  -1.71603  0.49744  2.32659  -1.500
O  0.99651  0.85495  -0.82896  -0.426
H  -0.26501  2.15375  -2.54733  0.402
H  -0.19269  -1.49041  -0.68920  0.434
H  -1.26089  -1.34462  -1.81965  0.383
H  -2.71452  -0.99747  -0.19079  0.422
H  -2.09596  0.60012  -0.03735  0.409
H  -1.80427  -1.52940  1.93032  0.361
H  -0.03996  -0.75647  1.36350  0.132
H  -2.62032  0.96448  2.05579  0.404
H  -1.80613  0.25347  3.38502  0.367
H  -1.00161  1.23576  2.26066  0.465
H  2.93067  0.56421  -0.46241  0.380
H  3.18380  1.24204  0.90355  0.297
O  3.02003  0.40549  0.55559  -0.722
H  1.91380  -2.34164  0.82233  0.337
H  2.25777  -1.09256  0.30717  0.316
O  1.61986  -1.76029  0.13204  -0.603


# 3
4 unconnected molecules or ions with the total composition C4H14NO5S at a distorted geometry. Source: OMol25; level of theory: ωB97M-V with the def2-TZVPD basis set.

Properties
- highest occupied orbital energy (eV) = -5.00
- LUMO energy (eV) = 3.169
- total energy (eV) = -26938.472
- net charge = -1
- HOMO-LUMO gap (Eh) = 0.3004

Last column: Mulliken charge in e.
Element x y z (Å)
O  3.65927  2.57859  0.39804  -0.521
C  2.59227  2.19422  0.80963  -0.167
C  1.74011  1.10904  0.17834  0.192
C  1.74644  -0.34399  0.58956  -0.661
S  1.09402  -0.63431  2.28531  -0.249
N  0.46334  1.80354  0.06182  -0.410
C  -0.47645  1.07969  -0.87485  -0.542
O  -1.08849  -0.00584  -0.27804  -0.788
H  2.16208  2.59792  1.74731  0.266
H  2.17771  1.05807  -0.83345  0.200
H  2.76614  -0.65343  0.78008  0.475
H  1.18472  -0.94294  -0.06834  0.291
H  -0.19338  -0.27075  2.24471  0.092
H  0.02191  1.90822  0.97380  0.310
H  -1.31079  1.79113  -0.95826  0.341
H  0.16573  0.91689  -1.73285  0.286
H  -3.85461  -1.26107  -0.18456  0.286
H  -2.72082  -0.23047  -0.58988  0.434
O  -3.70577  -0.36563  -0.48941  -0.731
H  -1.96438  -1.37848  -2.56754  0.298
H  -1.04211  -1.18587  -1.29320  0.306
O  -1.07623  -1.54959  -2.24844  -0.710
H  -1.18534  -2.05834  0.57103  0.346
H  -0.23373  -3.27670  0.47145  0.306
O  -0.92162  -2.87988  1.00775  -0.650


# 4
3 unconnected molecules or ions with the total composition C4H14NOS at a distorted geometry. Source: OMol25; level of theory: ωB97M-V with the def2-TZVPD basis set.

Properties
- highest occupied orbital energy (eV) = -12.79
- LUMO energy (eV) = -7.649
- total energy (eV) = -18736.662
- net charge = +1
- HOMO-LUMO gap (Eh) = 0.1890

Last column: Mulliken charge in e.
Element x y z (Å)
C  1.37632  0.31270  -1.85645  -1.351
C  0.34963  -0.15053  -0.80673  0.888
C  -0.28963  1.03111  -0.05499  -0.755
C  -1.30120  0.60875  1.00870  -0.638
S  -2.64768  -0.31890  0.19018  -0.249
N  0.85873  -1.11464  0.12529  -0.415
H  2.22828  0.79398  -1.30745  0.321
H  1.71853  -0.49584  -2.46426  0.401
H  0.96348  1.04581  -2.57073  0.415
H  -0.43796  -0.70887  -1.37169  -0.645
H  -0.82531  1.70050  -0.72135  0.391
H  0.55616  1.68458  0.44361  0.335
H  -0.80463  0.01840  1.74455  0.380
H  -1.67770  1.49571  1.50893  0.451
H  -0.91570  -1.10474  -2.09914  0.734
H  1.74951  -0.86607  0.41519  0.277
H  -3.45664  -0.49954  1.27800  0.185
H  0.89663  -2.08126  -0.29475  0.297
H  3.41812  0.40999  2.01691  0.302
H  4.41047  -0.05534  0.93585  0.300
O  3.46472  0.09442  1.10289  -0.625


# 5
2 unconnected molecules or ions with the total composition C4H14NOS at a distorted geometry. Source: OMol25; level of theory: ωB97M-V with the def2-TZVPD basis set.

Properties
- highest occupied orbital energy (eV) = -11.89
- LUMO energy (eV) = -3.633
- total energy (eV) = -18741.037
- net charge = +1
- HOMO-LUMO gap (Eh) = 0.3034

Last column: Mulliken charge in e.
Element x y z (Å)
C  -0.18319  1.14231  0.93039  -0.713
C  -0.91249  -0.00516  0.25867  -0.621
C  -0.26874  -1.37974  0.45082  -0.650
S  1.42870  -1.37375  -0.22396  -0.081
C  1.18437  -1.31619  -2.01591  -0.833
N  -0.38190  0.93959  2.44453  -0.301
H  0.88463  1.20689  0.78626  0.360
H  -0.74952  2.01993  0.66252  0.447
H  -0.87149  0.26115  -0.80132  0.264
H  -1.98657  0.11177  0.44673  0.470
H  -0.77152  -2.15461  -0.11883  0.385
H  -0.14910  -1.60095  1.51125  0.289
H  1.61742  -2.20797  -2.44513  0.350
H  1.76267  -0.46272  -2.36052  0.266
H  0.13836  -1.26452  -2.31197  0.307
H  -1.30434  0.50950  2.59979  0.372
H  0.29484  0.33162  2.90073  0.339
H  -0.54473  1.80597  2.95411  0.345
H  -2.35060  2.99157  -1.09667  0.321
H  -0.90566  3.20676  -1.35380  0.330
O  -1.57706  2.49997  -1.41072  -0.647


# 6
2 unconnected molecules or ions with the total composition C4H14NOS at a distorted geometry. Source: OMol25; level of theory: ωB97M-V with the def2-TZVPD basis set.

Properties
- highest occupied orbital energy (eV) = -12.86
- LUMO energy (eV) = -3.289
- total energy (eV) = -18739.846
- net charge = +1
- HOMO-LUMO gap (Eh) = 0.3517

Last column: Mulliken charge in e.
Element x y z (Å)
C  1.28652  -1.70296  -0.04756  -1.487
C  1.02508  -0.24976  -0.30006  0.405
C  0.25391  -0.06822  -1.61121  -0.555
C  -1.01447  0.77063  -1.96456  -1.159
S  -0.65517  2.54243  -1.56667  -0.219
N  -0.02663  0.33254  0.77091  -0.451
H  0.33469  -2.33147  0.10001  0.422
H  1.99595  -1.63546  0.81816  0.395
H  1.87845  -2.14331  -0.81662  0.436
H  1.89942  0.39907  0.03467  0.355
H  1.02717  0.08603  -2.48104  0.309
H  0.05424  -1.07909  -1.90065  0.470
H  -1.92225  0.49344  -1.37865  0.402
H  -1.32628  0.55297  -2.99518  0.433
H  -0.68726  2.93265  -2.94678  0.214
H  -0.24354  -0.32072  1.58717  0.330
H  -0.87663  0.89938  0.36665  0.282
H  0.40483  1.19677  1.28098  0.411
H  -1.53508  0.37437  4.45026  0.313
H  -0.79707  -0.74823  4.67300  0.306
O  -1.07589  -0.30107  3.92718  -0.610


# 7
3 unconnected molecules or ions with the total composition C4H14NOS at a distorted geometry. Source: OMol25; level of theory: ωB97M-V with the def2-TZVPD basis set.

Properties
- highest occupied orbital energy (eV) = -12.86
- LUMO energy (eV) = -7.259
- total energy (eV) = -18736.507
- net charge = +1
- HOMO-LUMO gap (Eh) = 0.2059

Last column: Mulliken charge in e.
Element x y z (Å)
C  -1.54719  -0.74373  -1.49948  -1.286
C  -0.24007  -1.00335  -0.63482  0.244
C  0.65726  0.26289  -0.70034  -0.770
C  1.46895  0.53909  0.62410  -0.488
S  3.29979  -0.16713  0.71088  -0.013
N  -0.64253  -1.17932  0.70517  -0.526
H  -2.02114  0.13640  -1.00837  0.301
H  -2.18228  -1.59047  -1.45660  0.410
H  -1.38815  -0.49741  -2.58924  0.325
H  0.32889  -1.82112  -1.04556  0.283
H  1.31799  0.39398  -1.65041  0.350
H  0.00818  1.13893  -0.81382  0.366
H  0.89587  0.27875  1.55889  0.348
H  1.65568  1.58628  0.68405  0.420
H  2.35382  -1.73666  -0.35028  0.296
H  -0.92970  -0.27385  0.92337  0.137
H  3.01134  -1.29949  1.40769  0.281
H  -1.28554  -1.94681  0.84157  0.294
H  -1.50818  3.22196  0.94153  0.311
H  -1.82463  2.44750  2.12777  0.293
O  -1.42836  2.25357  1.22390  -0.577


# 8
2 unconnected molecules or ions with the total composition C4H14NOS at a distorted geometry. Source: OMol25; level of theory: ωB97M-V with the def2-TZVPD basis set.

Properties
- highest occupied orbital energy (eV) = -13.07
- LUMO energy (eV) = -3.237
- total energy (eV) = -18741.763
- net charge = +1
- HOMO-LUMO gap (Eh) = 0.3615

Last column: Mulliken charge in e.
Element x y z (Å)
C  0.18587  1.74096  -1.01066  -1.310
C  0.60564  0.57815  -0.12091  0.194
C  -0.05887  0.59167  1.24811  -0.561
C  0.33824  -0.55167  2.23130  -0.879
S  1.76197  -1.57865  1.82336  -0.223
N  0.25281  -0.70394  -0.84218  -0.121
H  0.03130  2.65197  -0.41972  0.351
H  -0.75021  1.46494  -1.51798  0.334
H  0.89738  2.06068  -1.77569  0.382
H  1.69218  0.59011  0.01411  0.314
H  0.17774  1.55218  1.68275  0.417
H  -1.14518  0.49333  1.16565  0.307
H  -0.49086  -1.24390  2.29327  0.328
H  0.45192  -0.15190  3.22079  0.420
H  2.69035  -0.86755  2.44666  0.171
H  -0.76041  -0.69300  -1.01555  0.312
H  0.38560  -1.49432  -0.20932  0.264
H  0.81513  -0.79640  -1.67977  0.327
H  -2.55857  -1.64621  -1.88573  0.327
H  -2.29001  -1.12549  -3.28947  0.320
O  -2.23201  -0.87098  -2.35901  -0.674


# 9
2 unconnected molecules or ions with the total composition C4H14NOS2 at a distorted geometry. Source: OMol25; level of theory: ωB97M-V with the def2-TZVPD basis set.

Properties
- highest occupied orbital energy (eV) = -12.46
- LUMO energy (eV) = -3.129
- total energy (eV) = -29577.110
- net charge = +1
- HOMO-LUMO gap (Eh) = 0.3428

Last column: Mulliken charge in e.
Element x y z (Å)
N  0.29376  -1.23510  2.60492  -0.231
C  -0.84498  -0.24427  2.78157  -0.531
C  -1.41227  0.26639  1.44566  -0.617
S  -1.01014  -0.78057  0.00790  -0.213
S  0.29607  0.18855  -1.15386  -0.030
C  -0.80132  0.98014  -2.37880  -0.362
C  0.06623  1.54119  -3.53369  -1.019
H  0.24836  -1.96566  3.31669  0.344
H  0.17494  -1.69547  1.68919  0.235
H  1.18004  -0.73952  2.66513  0.345
H  -0.43783  0.55625  3.37328  0.330
H  -1.58596  -0.72242  3.40658  0.353
H  -1.08386  1.28716  1.25863  0.384
H  -2.49173  0.28295  1.51817  0.420
H  -1.45698  0.22678  -2.78662  0.348
H  -1.38208  1.73302  -1.86556  0.346
H  1.12474  1.40920  -3.35442  0.311
H  -0.08907  2.61486  -3.55933  0.287
H  -0.16827  1.05997  -4.47103  0.291
H  3.33098  -1.79131  0.98310  0.294
H  3.18208  -0.26087  0.78363  0.309
O  2.74181  -1.04518  1.12544  -0.595


# 10
3 unconnected molecules or ions with the total composition C4H14O2S at a distorted geometry. Source: OMol25; level of theory: ωB97M-V with the def2-TZVPD basis set.

Properties
- highest occupied orbital energy (eV) = -8.95
- LUMO energy (eV) = 0.507
- SMILES = CCCCS.O.O
- total energy (eV) = -19304.203
- net charge = 0
- HOMO-LUMO gap (Eh) = 0.3475

Last column: Mulliken charge in e.
Element x y z (Å)
C  1.06145  3.42179  -0.19717  -1.200
C  0.05477  2.67419  0.71226  -0.431
C  0.28019  1.12456  0.66348  -0.534
C  -0.29640  0.42853  1.88821  -0.553
S  -0.95495  -1.21707  1.58033  -0.262
H  1.12007  4.46127  0.10062  0.332
H  0.86218  3.41922  -1.29532  0.298
H  2.09047  2.99634  -0.22327  0.316
H  0.09708  3.07355  1.73451  0.361
H  -0.94633  2.97502  0.41897  0.317
H  -0.07561  0.72113  -0.30311  0.404
H  1.39288  0.90223  0.56692  0.250
H  0.43708  0.47527  2.68972  0.343
H  -1.22339  0.95098  2.09936  0.275
H  -1.77130  -1.40782  0.52483  0.085
O  -4.62199  -2.53700  -1.98447  -0.637
H  -4.41442  -2.37908  -1.05287  0.316
H  -4.53821  -3.49629  -2.04463  0.322
O  5.27744  -1.98551  -3.17276  -0.638
H  5.96660  -1.90252  -2.50203  0.320
H  4.92522  -1.08921  -3.21043  0.318


# 11
3 unconnected molecules or ions with the total composition C4H14O2S2 at a distorted geometry. Source: OMol25; level of theory: ωB97M-V with the def2-TZVPD basis set.

Properties
- highest occupied orbital energy (eV) = -7.73
- LUMO energy (eV) = 0.359
- SMILES = CCCSSC.O.O
- total energy (eV) = -30138.210
- net charge = 0
- HOMO-LUMO gap (Eh) = 0.2974

Last column: Mulliken charge in e.
Element x y z (Å)
C  -1.12589  -0.24050  1.39455  -1.057
C  -1.47897  -0.18791  -0.03440  -0.042
C  -0.84466  0.88261  -0.85483  -1.014
S  1.04857  0.67687  -1.07257  0.039
S  1.71533  2.40951  -0.35844  -0.112
C  0.93249  3.31500  1.02552  -0.786
H  -1.58713  -1.12431  1.78079  0.339
H  0.03446  -0.17760  1.55646  0.220
H  -1.47970  0.63255  1.89887  0.328
H  -1.47186  -1.13385  -0.60966  0.306
H  -2.48802  0.21323  0.02626  0.249
H  -1.13532  0.96879  -1.87596  0.430
H  -0.93410  1.89118  -0.30152  0.322
H  0.58333  2.44702  1.75571  0.208
H  1.47364  4.14741  1.49856  0.353
H  -0.19229  3.77268  0.94864  0.270
O  2.02685  -4.09420  1.33522  -0.641
H  1.94568  -5.11077  1.08503  0.327
H  2.47678  -3.87135  0.51834  0.314
O  0.51793  -1.97217  -3.24196  -0.638
H  -0.18790  -2.11343  -3.88043  0.300
H  0.17077  -1.33078  -2.59419  0.284


# 12
3 unconnected molecules or ions with the total composition C4H14O2S2 at a distorted geometry. Source: OMol25; level of theory: ωB97M-V with the def2-TZVPD basis set.

Properties
- highest occupied orbital energy (eV) = -7.99
- LUMO energy (eV) = 0.447
- SMILES = CCCSSC.O.O
- total energy (eV) = -30138.705
- net charge = 0
- HOMO-LUMO gap (Eh) = 0.3102

Last column: Mulliken charge in e.
Element x y z (Å)
C  1.90713  -1.06424  2.43990  -0.809
C  0.56518  -1.80421  2.23914  -0.550
C  -0.02548  -1.62486  0.82642  -0.553
S  -0.89160  -0.01416  0.70370  -0.079
S  -1.07151  0.85588  -1.19261  -0.075
C  0.55243  0.31438  -1.94571  -0.785
H  2.28184  -0.41143  1.59532  0.230
H  2.63737  -1.95502  2.52969  0.283
H  1.74337  -0.38913  3.32253  0.233
H  -0.26521  -1.50046  2.87828  0.380
H  0.84739  -2.84457  2.34689  0.282
H  -0.62016  -2.47718  0.47160  0.377
H  0.77106  -1.60974  0.01718  0.199
H  0.90551  1.30487  -2.05356  0.385
H  0.32109  -0.47340  -2.70991  0.299
H  1.20162  -0.10801  -1.20053  0.184
O  3.89306  -0.59774  -5.77755  -0.616
H  3.19626  -1.13294  -5.37386  0.318
H  4.65578  -1.05242  -5.88348  0.298
O  -3.63355  2.84874  3.73598  -0.637
H  -3.72090  3.54381  3.10832  0.312
H  -2.61674  2.70371  3.74821  0.324